Density functional theory data (ωB97M-V/def2-TZVPD) for an isolated molecule of C27H31N3O3 in a non-equilibrium geometry.

The relative energy (zero: lowest compared OMol25 entry of this formula, charge and spin) is 94.5 kcal per mole. The calculation puts the HOMO-LUMO gap at 0.310 hartree. The HOMO energy is -7.84 eV. Its molar mass is 445.56 g mol⁻¹. As for the SMILES: COCCOC1CCN(Cc2cn(Cc3ccccc3)nc2-c2cc3ccccc3o2)CC1. The lowest unoccupied orbital energy comes out at 0.6 eV.

XYZ file:
```
64
Properties=species:S:1:pos:R:3:forces:R:3
C -0.0440 3.6879 2.3119 -0.032 -0.037 0.053
H -0.7055 2.8853 1.9746 -0.021 0.012 0.029
O 1.2052 3.6424 1.6629 0.160 -0.018 0.182
C 1.1291 3.8119 0.2705 -0.082 -0.297 -0.328
C 0.5087 2.6187 -0.4705 0.270 0.248 0.039
O -0.8666 2.8832 -0.6466 -0.134 0.109 0.056
C -1.6857 1.8291 -1.1270 -0.049 -0.226 -0.022
C -1.9503 0.7299 -0.0932 -0.069 0.235 -0.163
C -2.9889 -0.2452 -0.6669 -0.007 0.030 0.180
N -2.6211 -0.8293 -1.9362 -0.075 -0.117 -0.068
C -2.2416 0.1693 -2.9081 0.129 0.095 -0.024
C -1.1885 1.1769 -2.4182 -0.165 0.163 0.161
H -0.2446 0.6639 -2.2291 0.011 0.063 -0.015
H -1.0232 1.9382 -3.1830 0.032 0.050 -0.041
H -1.8830 -0.3373 -3.8068 -0.075 0.020 -0.060
H -3.1509 0.7245 -3.1723 0.063 0.025 -0.112
C -1.8391 -2.0511 -1.8992 -0.184 0.003 -0.108
C -0.4057 -1.9541 -1.4656 0.231 -0.073 0.096
C 0.6881 -1.6966 -2.2658 -0.235 -0.206 0.214
N 1.7822 -1.7063 -1.4785 -0.594 -0.200 -0.207
N 1.4752 -1.9473 -0.2137 0.141 -0.192 0.697
C 0.1524 -2.1072 -0.1704 0.156 0.128 -1.099
C -0.4861 -2.4051 1.0847 0.712 0.005 1.250
C 0.0608 -2.4292 2.3358 -0.206 0.073 -0.801
C -0.9908 -2.7839 3.2259 -0.680 -0.138 -0.225
C -1.1015 -2.9771 4.6022 0.022 0.022 -0.149
C -2.3314 -3.3275 5.1140 -0.027 -0.025 0.172
C -3.4466 -3.4874 4.2892 -0.040 -0.006 0.001
C -3.3653 -3.3021 2.9228 0.042 0.055 -0.348
C -2.1285 -2.9515 2.4086 0.340 -0.043 1.076
O -1.8138 -2.7208 1.1129 -0.107 -0.015 -0.439
H -4.2219 -3.4241 2.2788 -0.110 -0.022 -0.059
H -4.3929 -3.7622 4.7301 -0.081 -0.021 0.018
H -2.4422 -3.4835 6.1770 -0.002 -0.010 0.081
H -0.2416 -2.8542 5.2427 0.069 0.006 0.087
H 1.0822 -2.2198 2.5749 0.256 0.064 -0.019
C 3.1477 -1.4618 -1.8654 0.459 0.222 0.116
C 3.5592 -0.0372 -1.5747 -0.001 -0.047 -0.108
C 3.5106 0.4329 -0.2679 0.044 0.002 0.045
C 3.9013 1.7266 0.0234 0.012 -0.030 0.024
C 4.3455 2.5597 -0.9912 0.057 0.075 -0.051
C 4.3819 2.1013 -2.2964 0.039 0.121 -0.043
C 3.9857 0.8069 -2.5888 -0.013 -0.120 0.037
H 4.0197 0.4510 -3.6091 -0.003 -0.049 -0.103
H 4.7210 2.7505 -3.0903 0.029 0.060 -0.057
H 4.6650 3.5662 -0.7645 0.012 0.093 0.021
H 3.8558 2.0871 1.0395 -0.023 0.042 0.118
H 3.1590 -0.2258 0.5124 -0.015 -0.025 0.095
H 3.2526 -1.6844 -2.9298 -0.032 -0.023 0.134
H 3.7782 -2.1462 -1.2887 -0.129 -0.003 -0.173
H 0.7546 -1.5256 -3.3221 0.038 0.039 -0.232
H -2.3630 -2.7420 -1.2348 0.059 -0.019 -0.182
H -1.8625 -2.4681 -2.9125 -0.022 -0.060 0.113
H -3.1796 -1.0501 0.0431 -0.096 0.070 -0.030
H -3.9268 0.3033 -0.8232 -0.013 0.005 0.105
H -1.0257 0.1982 0.1358 0.028 0.026 0.049
H -2.3314 1.1700 0.8302 0.003 0.032 0.042
H -2.6349 2.3423 -1.3342 0.036 -0.148 -0.023
H 0.6789 1.7057 0.1139 0.037 0.012 -0.024
H 1.0072 2.5048 -1.4438 -0.010 -0.045 0.071
H 0.5417 4.7067 0.0206 0.073 -0.016 -0.030
H 2.1601 3.9493 -0.0584 -0.122 0.027 -0.039
H 0.1580 3.5721 3.3753 -0.082 0.020 0.010
H -0.5422 4.6482 2.1331 -0.023 -0.020 0.007
```
Positions in Å, forces in eV/Å.

Atom charges from the Mulliken analysis, given in e for atoms 1 to 6:
1. C -0.435
2. H 0.039
3. O -0.365
4. C -0.882
5. C -0.089
6. O -0.317